A 2-piece molecular cluster, C8H10N2O2 overall in a non-equilibrium geometry. Source: the Open Molecules 2025 dataset; level of theory: ωB97M-V/def2-TZVPD.

* lowest unoccupied orbital energy: 0.236 eV
* E: -570.72684 hartree
* energy relative to the best compared isomer or geometry (same formula, charge and spin): 86.3 kcal per mole

```
! wB97M-V def2-TZVPD RIJCOSX def2/J DEFGRID3
* xyz 0 1
C -3.83858 0.22993 -0.25707
C -3.06983 1.34024 0.03437
C -3.22553 -1.03759 -0.25762
C -1.68948 1.23083 0.05315
C -1.83840 -1.15723 -0.27832
C -1.09830 0.04513 -0.32229
C 3.51384 -0.74364 1.09467
C 3.23267 0.32849 0.07443
N 0.33568 -0.04770 -0.39872
N 0.98258 -0.99974 -0.68444
O 2.55317 1.31908 0.29143
O 3.94126 0.22604 -1.11907
H -4.87276 0.21704 -0.25712
H -3.44794 2.24034 0.24598
H -3.68314 -2.00073 -0.30530
H -1.21601 2.15861 0.31011
H -1.50505 -2.18615 -0.29884
H 4.55639 -0.79907 1.30919
H 3.12274 -1.60645 0.60841
H 3.07575 -0.26233 2.04889
H 0.82694 0.99079 -0.08496
H 3.34402 0.51412 -1.80689
*
```